{
  "formula": "C31H70O31",
  "method": "ωB97M-V with the def2-TZVPD basis set",
  "elements": ["C", "O", "H", "H", "H", "H", "C", "O", "H", "H", "H", "H", "C", "O", "H", "H", "H", "H", "C", "O", "H", "H", "H", "H", "C", "O", "C", "O", "O", "C", "H", "H", "H", "H", "H", "H", "C", "O", "C", "O", "O", "C", "H", "H", "H", "H", "H", "H", "C", "O", "C", "O", "O", "C", "H", "H", "H", "H", "H", "H", "C", "O", "C", "O", "O", "C", "H", "H", "H", "H", "H", "H", "C", "O", "C", "O", "O", "C", "H", "H", "H", "H", "H", "H", "C", "O", "C", "O", "O", "C", "H", "H", "H", "H", "H", "H", "C", "O", "C", "O", "O", "C", "H", "H", "H", "H", "H", "H", "C", "O", "C", "O", "O", "C", "H", "H", "H", "H", "H", "H", "C", "O", "C", "O", "O", "C", "H", "H", "H", "H", "H", "H"],
  "coordinates": [[-3.859835, 3.754812, -0.620743], [-4.110602, 3.851461, 0.729956], [-3.777310, 4.764357, -1.020046], [-2.989227, 3.221567, -0.915995], [-4.681018, 3.321859, -1.191746], [-4.313171, 2.952852, 1.101062], [2.815455, 3.686427, 2.882957], [1.687585, 3.145155, 2.159198], [2.413002, 3.811233, 3.897929], [3.684404, 2.980465, 2.961184], [3.043249, 4.629646, 2.437110], [2.047171, 2.943333, 1.275774], [-3.109221, -2.993831, 1.957358], [-3.973198, -1.983663, 2.513219], [-2.804855, -2.908958, 0.954917], [-2.169990, -3.040372, 2.529843], [-3.719001, -3.911619, 1.995950], [-3.797802, -1.104650, 2.148564], [1.152709, 0.068074, 0.711634], [0.532572, 0.926593, -0.189332], [0.583009, -0.826072, 0.983518], [2.087725, -0.352643, 0.303791], [1.294792, 0.622141, 1.626398], [0.366962, 0.430924, -0.980495], [0.767868, -7.384459, -2.413172], [-0.207715, -7.250457, -1.363545], [0.168493, -6.945203, -0.139485], [1.306293, -6.820016, 0.287793], [-0.914488, -6.803160, 0.576428], [-0.673026, -6.273153, 1.874711], [1.136421, -8.368716, -2.494572], [1.584200, -6.688576, -2.366529], [0.209957, -7.154335, -3.332946], [0.095377, -6.840572, 2.478384], [-1.618790, -6.268899, 2.500602], [-0.414753, -5.147562, 1.786630], [-0.500858, 1.015299, -3.852585], [0.639806, 0.268266, -4.283157], [1.104955, -0.627993, -3.438721], [0.564181, -0.942412, -2.442671], [2.187004, -1.165918, -3.966736], [2.780144, -2.254392, -3.274880], [-0.270096, 1.857818, -3.146831], [-1.033654, 0.330446, -3.268230], [-1.070102, 1.195918, -4.693936], [2.244174, -3.148648, -3.580667], [2.712062, -2.233760, -2.195505], [3.813154, -2.192906, -3.529555], [-3.889669, -0.160810, -2.373702], [-3.412204, -0.696255, -3.646818], [-3.722500, 0.142887, -4.708138], [-4.456195, 1.082527, -4.712913], [-3.090961, -0.306498, -5.816205], [-3.002857, 0.635800, -6.904526], [-4.945420, -0.227891, -2.303654], [-3.817242, 0.911323, -2.340461], [-3.365361, -0.598663, -1.546127], [-3.871288, 0.547334, -7.555157], [-2.128143, 0.310122, -7.471766], [-2.884440, 1.709695, -6.623033], [0.866213, 1.238064, 5.354253], [1.162352, 0.206536, 4.353606], [0.310335, -0.832480, 4.325598], [0.614949, -1.772738, 3.575958], [-0.748304, -0.752026, 5.155845], [-1.777786, -1.690577, 4.974784], [0.798282, 0.857503, 6.352416], [-0.127985, 1.684637, 5.098142], [1.590204, 2.068013, 5.298763], [-2.382102, -1.457301, 4.112122], [-2.400274, -1.658636, 5.862556], [-1.305913, -2.667817, 5.003631], [-2.157596, -4.817377, -2.779695], [-1.537008, -4.115080, -1.621652], [-0.241645, -4.070419, -1.606198], [0.438961, -4.358005, -2.550548], [0.230877, -3.796352, -0.373909], [1.596544, -3.428964, -0.144267], [-1.963742, -5.879633, -2.735966], [-1.711337, -4.431230, -3.703653], [-3.238041, -4.661574, -2.783458], [2.255029, -3.961988, -0.828906], [1.881257, -3.738765, 0.840558], [1.701463, -2.360896, -0.219250], [-5.191985, 2.495797, 4.548388], [-3.773735, 2.380855, 4.529960], [-3.182442, 1.861951, 3.433375], [-3.763539, 1.270471, 2.561597], [-1.866942, 2.147567, 3.465002], [-1.031993, 1.604332, 2.422247], [-5.603601, 1.848611, 3.764337], [-5.494254, 3.570214, 4.461526], [-5.603148, 2.091273, 5.483221], [-0.970534, 2.371494, 1.670823], [-1.417853, 0.650573, 2.023379], [-0.000963, 1.606585, 2.856987], [0.677844, 8.673215, -0.889847], [0.393908, 7.969353, 0.254999], [-0.277408, 6.813957, 0.119693], [-0.639782, 6.277189, -0.916402], [-0.408129, 6.288817, 1.295300], [-0.953719, 4.982292, 1.319602], [-0.278819, 8.852481, -1.454144], [1.318788, 8.012327, -1.553066], [1.252459, 9.541044, -0.625888], [-0.206325, 4.314011, 0.907265], [-1.883075, 4.901306, 0.768145], [-1.107587, 4.691790, 2.352114], [4.298636, 0.699467, -1.405014], [3.193712, 1.402676, -2.088605], [2.605657, 2.419551, -1.466792], [2.985679, 2.900018, -0.435419], [1.557966, 2.762734, -2.153280], [0.884016, 3.940143, -1.730442], [5.028801, 0.502908, -2.202141], [3.982367, -0.243913, -0.989271], [4.780095, 1.314712, -0.637271], [1.314357, 4.761273, -2.384525], [1.055416, 4.057659, -0.656055], [-0.153097, 3.811669, -1.994526], [4.083867, -1.009789, 2.383311], [4.105834, -1.825825, 1.199277], [5.268912, -1.719433, 0.547672], [6.276578, -1.132466, 0.972002], [5.298060, -2.510432, -0.590718], [6.517483, -2.461628, -1.407390], [4.987573, -1.075361, 2.999604], [3.307771, -1.475380, 2.996668], [3.943525, 0.033012, 2.099536], [7.359738, -2.600643, -0.768859], [6.637131, -1.541924, -2.026320], [6.410289, -3.324702, -1.991118]],
  "forces_ev_per_a": [[-1.0, 0.8, -1.6], [-0.4, -1.3, 1.8], [0.2, 0.1, 0.1], [1.2, -0.6, 0.1], [-0.3, -0.2, 0.1], [0.4, 1.1, -0.5], [-1.1, -1.3, 0.7], [1.1, -0.3, -0.2], [0.4, 0.3, -0.2], [-0.6, 0.6, -0.4], [0.7, 0.7, 0.0], [-0.3, 0.0, 0.1], [-0.7, -0.3, 1.6], [0.3, 0.1, -0.6], [0.1, 0.8, -1.6], [-0.3, -0.4, 0.1], [0.6, 0.1, 0.3], [0.1, -0.2, 0.0], [0.5, -1.0, 0.4], [-0.4, 0.8, 0.2], [-0.5, 0.1, -0.1], [0.1, 0.5, 0.3], [0.6, 0.0, 0.2], [-0.2, -0.5, -0.9], [-1.0, 1.0, -0.7], [0.1, -0.2, -1.0], [2.3, 0.0, 0.4], [-0.9, -0.1, -0.9], [-1.1, 0.2, 1.2], [-0.2, 1.8, 2.0], [0.4, -1.3, 0.3], [0.2, 0.4, 0.5], [0.2, -0.1, 0.3], [-0.7, 0.7, -1.1], [0.8, -0.4, -1.2], [0.0, -1.9, 0.1], [1.4, -0.3, 2.2], [0.5, 1.3, -0.8], [0.7, 0.3, -2.5], [-1.0, -0.9, 3.2], [0.2, 0.6, 0.1], [-0.6, -0.4, 0.2], [0.1, -0.5, -1.3], [-1.3, -0.9, 1.0], [-0.9, 1.0, -1.8], [0.5, -0.3, -0.1], [-0.2, 0.6, 0.2], [0.7, -0.4, -0.4], [0.0, 0.6, -1.0], [-0.5, 1.6, -0.6], [0.5, -1.6, -0.1], [-0.1, 0.5, 0.7], [0.3, 0.5, 0.9], [0.2, 0.2, -0.4], [-1.1, -1.0, 0.1], [0.9, 0.6, -0.1], [0.3, -0.5, 0.0], [-0.1, 0.0, 0.1], [-0.1, 0.1, 0.1], [-0.1, -1.0, 0.3], [-1.2, 1.2, -1.3], [-0.7, 0.6, 1.7], [1.4, -2.0, -1.6], [-1.5, 1.7, 1.7], [1.6, 1.5, -0.6], [-0.1, -1.0, 0.8], [0.2, -0.5, 0.4], [0.8, -0.4, 0.3], [0.0, -0.8, -0.3], [0.0, -0.2, -0.4], [-0.1, 0.4, 0.1], [-0.3, -0.3, -0.7], [0.8, 0.8, 0.0], [-2.6, -0.5, -0.1], [1.7, -0.5, 0.4], [1.0, 0.1, -0.7], [-1.2, 0.3, 0.1], [0.1, -0.6, -0.9], [0.2, -0.2, 0.4], [-0.2, 0.0, 0.3], [0.3, 0.4, 0.4], [-0.1, 0.1, -0.2], [-0.3, -0.2, 0.6], [0.0, 0.3, -0.2], [-0.9, -0.2, -0.2], [1.0, 0.1, -0.1], [0.4, 0.9, 0.6], [0.0, -0.4, -0.5], [-1.4, -0.5, 0.7], [0.7, 0.4, 0.4], [-0.1, 0.6, 0.0], [0.4, -1.0, -0.2], [0.5, 0.2, 0.0], [-0.2, -0.1, -0.7], [0.4, 0.4, 0.3], [-1.1, -0.5, -0.4], [-0.1, -1.1, -3.0], [-0.7, -0.9, 1.7], [0.4, -0.3, -1.6], [0.4, 1.1, 0.5], [-0.2, 0.2, 1.5], [0.0, -0.8, 0.0], [1.1, 0.4, 0.4], [-0.6, 0.9, 0.5], [-0.1, 0.5, 0.1], [-0.1, -0.2, -0.1], [-0.1, 0.2, 0.0], [0.0, 0.3, 0.2], [0.2, 1.1, -0.9], [0.8, -1.1, 0.4], [0.5, -1.1, 0.2], [0.4, 0.6, 0.9], [-0.3, -0.2, -0.8], [0.9, 1.0, -0.8], [-0.3, 0.0, 0.2], [-0.6, -0.1, 0.0], [-0.4, 0.0, -0.2], [-0.6, -0.6, 1.2], [-0.2, 0.4, -0.5], [-0.3, 0.0, 0.2], [-0.2, -0.4, 1.1], [1.2, 0.2, -1.0], [3.1, -0.6, 0.1], [-2.5, -0.8, -1.3], [-0.4, 1.5, 0.9], [-0.8, 1.1, 1.0], [0.1, -0.2, -0.6], [-0.4, 0.7, -0.3], [-0.4, -0.1, 0.2], [0.7, 0.2, 0.5], [-0.4, -0.6, 0.6], [-0.1, -1.0, -1.1]],
  "e_homo_ev": -10.0,
  "e_lumo_ev": 0.6,
  "total_energy_ev": -96751.542,
  "homo_lumo_gap_ev": 10.7
}


{
  "formula": "C7H14ClMoN5O6Se",
  "method": "ωB97M-V with the def2-TZVPD basis set",
  "elements": ["Mo", "N", "C", "C", "C", "C", "N", "C", "N", "N", "C", "O", "O", "H", "H", "H", "H", "H", "H", "H", "H", "H", "H", "H", "H", "H", "H", "O", "Cl", "O", "O", "O", "Se", "C", "N"],
  "coordinates": [[1.436035, -0.143486, -3.430034], [2.040178, -0.459330, -1.346060], [0.989385, 0.125569, -0.452513], [1.012923, -0.424025, 0.972118], [0.336421, 0.494560, 2.018611], [-0.694941, -0.186933, 2.912211], [-1.976558, -0.327929, 2.228868], [-3.129049, -0.601412, 2.830766], [-4.249460, -0.644289, 2.108899], [-3.181214, -0.828145, 4.140704], [-0.341263, -0.056034, -1.172915], [-1.402666, -0.153900, -0.633619], [-0.216519, -0.045721, -2.516352], [2.154769, -1.449915, -1.128487], [2.943367, -0.025794, -1.148510], [1.167458, 1.205865, -0.446188], [2.063971, -0.552663, 1.239477], [0.571195, -1.424750, 0.988238], [-0.127583, 1.362669, 1.544867], [1.106586, 0.893332, 2.677569], [-0.843256, 0.432749, 3.798364], [-0.322775, -1.163907, 3.237746], [-1.961038, -0.342417, 1.214554], [-4.252525, -0.356597, 1.144958], [-5.132228, -0.888672, 2.524151], [-2.347811, -0.906121, 4.695956], [-4.062099, -0.927766, 4.616934], [3.779766, 2.404101, -2.176128], [3.056731, 2.131049, -3.344233], [3.248004, 2.990859, -4.417474], [1.589825, 1.967801, -3.012345], [3.316258, 0.676432, -3.760210], [1.782888, -2.251428, -4.736614], [1.010117, -0.816649, -5.583953], [0.635118, 0.292893, -5.589357]],
  "forces_ev_per_a": [[0.1, 0.1, -0.1], [0.0, 0.0, 0.1], [0.0, 0.1, -0.1], [0.0, 0.0, 0.0], [0.1, 0.0, 0.0], [0.0, 0.0, 0.1], [0.0, -0.2, -0.1], [0.0, 0.0, 0.0], [0.0, 0.0, 0.0], [0.0, 0.0, 0.0], [-0.1, 0.0, 0.1], [0.0, -0.1, 0.0], [0.0, 0.0, 0.1], [0.0, 0.0, 0.0], [0.0, 0.0, 0.0], [0.0, 0.0, 0.0], [0.0, 0.0, 0.1], [0.0, 0.0, -0.1], [0.0, 0.0, 0.0], [0.0, 0.0, 0.0], [0.0, 0.0, 0.0], [0.0, 0.0, 0.0], [0.0, 0.1, 0.0], [0.0, 0.0, 0.0], [0.0, 0.0, 0.0], [0.0, 0.0, 0.0], [0.0, 0.0, 0.0], [0.0, 0.0, 0.0], [-0.1, 0.0, -0.1], [0.0, 0.0, 0.0], [0.0, -0.1, 0.0], [0.0, 0.0, 0.0], [0.0, 0.0, 0.0], [0.0, 0.0, 0.0], [0.0, 0.0, 0.0]],
  "s_squared": 2.018,
  "e_homo_ev": [-16.2, -16.6],
  "de_lowest_kj_mol": 0.0,
  "spin_multiplicity": 3,
  "total_charge": 2,
  "e_lumo_ev": [-8.6, -8.5],
  "total_energy_ev": -106924.656,
  "homo_lumo_gap_ev": [7.5, 8.0]
}